1.
This record from the Open Molecules 2025 dataset describes a molecular structure, C19H14BrN4O3SZn at a distorted geometry. The level of theory is ωB97M-V/def2-TZVPD.

* HOMO: -0.41677 Ha
* total charge: +1
* E_tot: -161325.4239 eV

Element x y z (Å)
1 Zn -0.08330 -0.31512 -0.83557
2 O -0.14230 1.89608 4.88523
3 C -0.01600 1.29728 3.71413
4 C -0.06340 -0.09262 3.52923
5 C 0.05340 -0.60472 2.25753
6 N 0.22800 0.15348 1.17083
7 C 0.30750 1.47458 1.35543
8 Br 0.61390 2.50748 -0.19117
9 C 0.19330 2.09158 2.57693
10 H -0.29350 1.28208 5.61873
11 H -0.20440 -0.76152 4.36493
12 H 0.01900 -1.67212 2.09003
13 H 0.26810 3.16238 2.66593
14 N 6.76820 0.62378 -1.38497
15 C 6.08520 -0.43812 -0.93807
16 S 6.84740 -1.57122 -0.00917
17 C 4.65270 -0.56102 -1.22807
18 C 3.93840 0.32738 -2.03927
19 C 2.56050 0.25778 -2.07537
20 N 1.85970 -0.64562 -1.38547
21 C 2.54090 -1.58612 -0.71777
22 C 3.91330 -1.58182 -0.61927
23 H 7.73180 0.70648 -1.10007
24 H 6.36150 1.38648 -1.89767
25 H 4.43790 1.08258 -2.62207
26 H 1.99070 0.96868 -2.65667
27 H 1.94590 -2.34472 -0.23067
28 H 4.43310 -2.33152 -0.04067
29 O -1.53630 -1.84692 -1.22227
30 C -2.35560 -0.91712 -1.17687
31 N -1.87380 0.32688 -1.00467
32 C -2.89140 1.22738 -0.70277
33 O -2.72000 2.35618 -0.32487
34 C -4.15990 0.46018 -0.84427
35 C -5.46590 0.85368 -0.65417
36 C -6.46110 -0.10862 -0.81567
37 C -6.13610 -1.41352 -1.15127
38 C -4.81460 -1.82122 -1.32737
39 C -3.82700 -0.86942 -1.16067
40 H -5.69820 1.86578 -0.36307
41 H -7.49700 0.16038 -0.66877
42 H -6.92600 -2.14102 -1.25677
43 H -4.58460 -2.84432 -1.58357

Atomic partial charges in e from the natural (NBO) method, atoms 1 to 2: atom 1 (Zn): 1.642, atom 2 (O): -0.615

2.
This record from the Open Molecules 2025 dataset describes 2 unconnected molecules or ions with the total composition C2H7N2 at a distorted geometry. The level of theory is ωB97M-V/def2-TZVPD.

* HOMO: -0.52387 Ha
* total charge: +1
* E_tot: -5157.7453 eV

Element x y z (Å)
1 C -1.98681 -0.42419 0.35994
2 C -0.71136 0.22369 0.14886
3 N 2.47101 -0.29867 -0.08167
4 N -1.66144 0.89094 -0.36287
5 H -2.14098 -1.31419 -0.23198
6 H -2.54665 -0.38240 1.28027
7 H 0.44083 0.10478 0.04526
8 H 2.18648 0.67948 -0.03012
9 H 3.16503 -0.39291 -0.88183
10 H -2.07894 1.57006 -1.03701
11 H 2.86284 -0.65659 0.79114

Atomic partial charges in e from the natural (NBO) method, atoms 1 to 2: atom 1 (C): -0.218, atom 2 (C): 0.288

3.
This record from the Open Molecules 2025 dataset describes C5H8O in the gas phase at a distorted geometry. The level of theory is ωB97M-V/def2-TZVPD.

* HOMO: -0.29191 Ha
* E_tot: -7358.7046 eV

Element x y z (Å)
1 C 1.07755 0.49440 -0.05943
2 C 0.93282 -1.01541 0.19958
3 C -0.33429 -1.66599 -0.33694
4 O -1.43898 -1.07758 0.07604
5 C -1.36121 0.33595 0.38245
6 C -0.30221 0.82714 -0.60727
7 H 1.36485 1.07098 0.83350
8 H 1.84082 0.68739 -0.81967
9 H 0.77156 -1.23869 1.26469
10 H 1.80128 -1.59715 -0.11365
11 H -0.42542 0.11740 -1.46295
12 H -1.10865 0.49484 1.44363
13 H -2.35878 0.74550 0.21222
14 H -0.45933 1.82120 -1.01219

Atomic partial charges in e from the natural (NBO) method, atoms 1 to 2: atom 1 (C): -0.404, atom 2 (C): -0.585

4.
This record from the Open Molecules 2025 dataset describes C3H5ClO5S2 in the gas phase at a distorted geometry. The level of theory is ωB97M-V/def2-TZVPD.

* HOMO: -0.34981 Ha
* E_tot: -47618.4218 eV

Element x y z (Å)
1 C -0.42104 0.71074 0.15022
2 C 2.17862 1.08131 2.04528
3 C -0.53764 -0.54815 -0.69424
4 O -0.05839 2.76782 1.95233
5 O -0.84691 3.50917 -0.14505
6 O 1.55572 3.63956 0.31721
7 O -0.09889 0.19457 1.53573
8 O 0.62132 1.54336 -0.15335
9 S 0.63285 1.11192 2.58288
10 S 0.30326 3.04519 0.53486
11 Cl 3.20573 2.39801 2.74347
12 H -1.27812 1.35387 0.20324
13 H 2.41685 1.01152 0.90915
14 H 0.27528 -1.16284 -0.56382
15 H -0.64809 -0.18100 -1.73044
16 H -1.53111 -1.02286 -0.47636

Atomic partial charges in e from the natural (NBO) method, atoms 1 to 2: atom 1 (C): 0.363, atom 2 (C): -0.644

It is found that the energy relative to the best compared isomer or geometry (same formula, charge and spin) values, taken in the order of the records, are 9.2 85.8 81.9 0.0 kcal per mole.